Record 1
Computed, not measured: C37H53CdN4O2P2 as an isolated structure in a non-equilibrium geometry, with wB97M-V/def2-TZVPD.

Properties
LUMO   -2.9929 eV
ΔE to the lowest compared entry with this formula, charge and spin   11.7 kcal/mol
Charge   +1
Kohn-Sham gap   0.1994 Ha

The geometry in XYZ format:
```
99
Properties=species:S:1:pos:R:3:lowdin_charge:R:1
C -1.29 -1.25 -2.10 -0.3929
C 0.79 -2.12 -1.37 -0.3962
C -1.41 -2.24 -3.07 -0.0726
C 0.60 -3.24 -2.22 -0.0493
C -0.48 -3.29 -3.07 -0.0737
H -2.25 -2.21 -3.76 0.1041
H 1.36 -4.02 -2.18 0.1104
H -0.61 -4.13 -3.76 0.1108
N -0.25 -1.23 -1.26 -0.0340
P -2.53 0.30 -0.15 1.0526
P 2.63 -0.43 0.07 0.9806
C -2.33 -0.14 -1.94 -0.2665
H -1.97 0.76 -2.47 0.0651
H -3.28 -0.41 -2.41 0.0813
C 0.92 2.29 1.77 -0.0654
O 1.10 3.33 2.19 0.0974
C 2.02 -1.88 -0.71 -0.3525
H 2.73 -2.72 -0.77 0.0559
C 3.76 0.27 -1.37 -0.6570
C 3.73 -0.98 1.57 -0.6805
C -3.32 2.02 -0.07 -0.7038
C -3.67 -1.10 0.45 -0.6729
C 3.90 1.78 -1.12 -0.1099
H 4.44 1.98 -0.18 0.0665
H 4.48 2.23 -1.94 0.0889
H 2.93 2.28 -1.06 0.0396
C 5.14 -0.41 -1.42 -0.1018
H 5.76 -0.20 -0.54 0.0637
H 5.04 -1.49 -1.56 0.0837
H 5.68 -0.01 -2.29 0.0944
C 3.11 -0.03 -2.73 -0.1056
H 3.65 0.51 -3.52 0.0954
H 3.15 -1.10 -2.96 0.0868
H 2.06 0.28 -2.77 0.0272
C 4.54 0.24 2.05 -0.1018
H 3.90 1.11 2.24 0.0684
H 5.04 -0.02 3.00 0.0897
H 5.33 0.54 1.34 0.0635
C 2.83 -1.44 2.72 -0.1251
H 2.10 -0.67 3.03 0.0513
H 2.27 -2.36 2.48 0.0690
H 3.47 -1.66 3.60 0.0934
C 4.66 -2.16 1.25 -0.0975
H 5.39 -1.95 0.46 0.0544
H 5.23 -2.39 2.16 0.0924
H 4.09 -3.06 0.98 0.0772
C -4.13 -0.77 1.88 -0.0887
H -4.73 -1.62 2.25 0.0959
H -3.28 -0.64 2.56 0.0631
H -4.78 0.11 1.92 0.0676
C -2.89 -2.42 0.48 -0.0838
H -2.60 -2.75 -0.52 0.0791
H -1.99 -2.37 1.11 0.0374
H -3.55 -3.20 0.91 0.1000
C -4.87 -1.30 -0.48 -0.0842
H -5.49 -2.11 -0.06 0.0978
H -5.51 -0.42 -0.57 0.0591
H -4.56 -1.62 -1.48 0.0768
C -2.57 2.98 -1.02 -0.1096
H -2.66 2.67 -2.07 0.0768
H -3.02 3.98 -0.92 0.0971
H -1.50 3.06 -0.77 0.0458
C -3.20 2.56 1.37 -0.0986
H -2.15 2.72 1.66 0.0544
H -3.72 3.53 1.42 0.0966
H -3.66 1.89 2.11 0.0642
C -4.79 1.97 -0.49 -0.0963
H -4.92 1.53 -1.49 0.0879
H -5.41 1.43 0.24 0.0713
H -5.16 3.00 -0.53 0.0938
Cd 0.04 0.27 0.50 1.1243
N 0.47 1.67 -1.25 0.0974
C 0.70 1.94 -2.38 -0.1421
C 0.81 2.70 -3.59 -0.2062
C 0.60 4.10 -3.51 -0.0165
C 1.10 2.10 -4.84 -0.0166
C 0.69 4.88 -4.67 -0.0582
H 0.37 4.57 -2.55 0.1225
C 1.19 2.90 -5.98 -0.0546
H 1.23 1.02 -4.90 0.1198
C 1.00 4.28 -5.89 -0.0531
H 0.51 5.96 -4.61 0.1173
H 1.41 2.44 -6.95 0.1165
H 1.09 4.89 -6.79 0.1145
N -1.31 -3.41 6.78 0.1748
C -1.43 -2.06 6.55 -0.4709
O -1.82 -1.28 7.41 0.0746
C -1.09 -1.61 5.17 -0.0990
C -0.77 -2.47 4.11 0.0171
C -0.43 -1.94 2.87 -0.1585
N -0.46 -0.60 2.61 -0.0505
C -0.80 0.24 3.62 -0.1426
C -1.11 -0.23 4.89 0.0251
H -1.44 -3.71 7.74 0.1199
H -0.81 -4.03 6.17 0.0908
H -0.77 -3.56 4.22 0.1187
H -0.12 -2.61 2.06 0.1152
H -0.82 1.31 3.40 0.0815
H -1.37 0.50 5.66 0.1307
```

***

Record 2
Computed, not measured: C37H53MgN4O2P2 as an isolated structure in a non-equilibrium geometry, with wB97M-V/def2-TZVPD.

Properties
LUMO   -3.0513 eV
ΔE to the lowest compared entry with this formula, charge and spin   18.6 kcal/mol
Charge   +1
Kohn-Sham gap   0.2365 Ha

The geometry in XYZ format:
```
99
Properties=species:S:1:pos:R:3:lowdin_charge:R:1
C 1.93 -1.85 -1.65 -0.3105
C 1.52 0.25 -2.67 -0.2789
C 2.76 -2.23 -2.71 -0.0058
C 2.33 -0.09 -3.76 -0.0037
C 2.97 -1.33 -3.77 -0.0221
H 3.22 -3.22 -2.71 0.1207
H 2.45 0.62 -4.59 0.1205
H 3.62 -1.61 -4.61 0.1206
N 1.36 -0.61 -1.62 0.0293
P -0.20 -2.41 0.06 1.1200
P 0.59 2.19 -0.86 1.1704
C 1.55 -2.80 -0.54 -0.2205
H 1.70 -3.85 -0.85 0.0940
H 2.18 -2.61 0.35 0.0828
C 0.65 1.47 -2.62 -0.2854
H 0.93 2.19 -3.40 0.1052
C -0.72 3.61 -0.98 -0.6187
C 2.32 2.94 -0.56 -0.6463
C -1.38 -3.22 -1.21 -0.6324
C -0.31 -3.36 1.72 -0.6459
C -2.02 3.18 -0.26 -0.1002
H -1.91 3.24 0.83 0.0702
H -2.82 3.87 -0.57 0.0994
H -2.32 2.15 -0.50 0.0493
C -0.21 4.87 -0.24 -0.0920
H -0.08 4.67 0.84 0.0787
H 0.73 5.26 -0.64 0.0686
H -0.97 5.66 -0.34 0.0982
C -1.04 3.96 -2.45 -0.0690
H -1.44 4.99 -2.49 0.0977
H -0.16 3.91 -3.10 0.0685
H -1.82 3.29 -2.86 0.0785
C 2.38 3.54 0.87 -0.0903
H 1.55 3.16 1.49 0.0531
H 3.33 3.23 1.34 0.0882
H 2.35 4.64 0.87 0.0798
C 3.36 1.79 -0.61 -0.0963
H 2.98 0.88 -0.12 0.0364
H 3.66 1.55 -1.64 0.0805
H 4.26 2.12 -0.06 0.0986
C 2.73 3.98 -1.61 -0.0765
H 1.95 4.10 -2.39 0.0632
H 2.94 4.97 -1.18 0.0836
H 3.65 3.64 -2.12 0.0852
C -1.70 -3.12 2.34 -0.0855
H -1.60 -3.07 3.44 0.0952
H -2.13 -2.16 2.00 0.0374
H -2.42 -3.92 2.10 0.0799
C 0.74 -2.77 2.69 -0.1087
H 1.74 -2.71 2.25 0.0683
H 0.45 -1.76 3.02 0.0657
H 0.79 -3.42 3.58 0.1006
C -0.02 -4.86 1.58 -0.0786
H 0.63 -5.18 2.41 0.0871
H -0.93 -5.49 1.61 0.0820
H 0.52 -5.08 0.64 0.0621
C -1.16 -2.49 -2.56 -0.0884
H -1.03 -3.20 -3.40 0.0960
H -2.07 -1.89 -2.78 0.0762
H -0.31 -1.81 -2.52 0.0387
C -2.82 -2.93 -0.73 -0.0909
H -2.89 -1.89 -0.37 0.0513
H -3.51 -3.05 -1.59 0.1004
H -3.14 -3.62 0.06 0.0721
C -1.17 -4.72 -1.45 -0.0876
H -0.14 -4.95 -1.79 0.0829
H -1.38 -5.33 -0.55 0.0636
H -1.86 -5.05 -2.24 0.0987
Mg 0.00 0.00 0.00 0.1032
C 1.39 -0.02 1.34 -0.0189
O 2.16 0.06 2.23 0.1612
N -1.27 0.24 -1.73 0.0297
C -0.80 0.87 -2.74 -0.4352
C -1.54 1.01 -4.03 -0.1892
C -2.95 0.99 -3.99 -0.0464
C -0.90 1.14 -5.28 -0.0309
C -3.70 1.11 -5.16 -0.0764
H -3.43 0.88 -3.01 0.1067
C -1.66 1.25 -6.46 -0.0795
H 0.19 1.15 -5.35 0.0947
C -3.06 1.24 -6.41 -0.0838
H -4.80 1.10 -5.12 0.1059
H -1.14 1.35 -7.42 0.1061
H -3.64 1.33 -7.33 0.1059
N -0.59 1.67 6.32 0.1706
C -0.37 1.94 5.02 -0.4895
O 0.64 2.57 4.72 0.0563
C -1.25 1.41 3.93 -0.0903
C -2.54 0.92 4.14 0.0182
C -3.25 0.36 3.07 -0.0120
C -2.63 0.19 1.82 -0.0985
N -1.34 0.60 1.64 0.0285
C -0.71 1.28 2.65 -0.0644
H 0.07 2.00 7.04 0.1395
H -1.38 1.07 6.63 0.1099
H -3.01 0.98 5.11 0.1177
H -4.25 -0.01 3.23 0.1172
H -3.15 -0.33 1.05 0.1036
H 0.29 1.65 2.52 0.0751
```

***

Record 3
Computed, not measured: C37H54Cl2I2N2O3P2STi as an isolated structure in a non-equilibrium geometry, with wB97M-V/def2-TZVPD.

Properties
Multiplicity   3
LUMO (alpha / beta)   0.2686 / -0.1615 eV
Expectation value of S²   2.01
ΔE to the lowest compared entry with this formula, charge and spin   13.0 kcal/mol
Kohn-Sham gap (alpha / beta)   0.2773 / 0.2626 Ha

The geometry in XYZ format:
```
104
Properties=species:S:1:pos:R:3:mulliken_spin:R:1
Ti -18.67 -4.73 5.93 1.0077
C -18.74 -0.13 10.72 -0.0001
C -18.39 -1.61 10.65 0.0000
C -19.62 -2.44 10.99 -0.0001
P -17.65 -1.89 8.96 0.0022
C -15.97 -1.07 9.23 -0.0009
C -15.03 -1.67 8.23 0.0020
C -15.35 -0.77 10.58 -0.0002
C -17.33 -3.69 9.28 -0.0085
C -16.23 -4.09 10.03 0.0016
C -16.06 -5.36 10.53 -0.0028
C -17.05 -6.27 10.21 0.0033
C -18.12 -5.94 9.36 0.0037
C -18.26 -4.68 8.88 -0.0042
N -19.27 -4.44 7.92 -0.0301
C -20.62 -4.66 8.36 0.0009
C -20.91 -5.04 9.67 -0.0061
C -22.17 -5.24 10.16 0.0027
C -23.22 -5.09 9.24 -0.0027
C -22.98 -4.70 7.92 0.0013
C -21.68 -4.42 7.45 -0.0029
P -21.32 -3.95 5.75 0.0137
C -21.86 -2.10 5.79 -0.0009
C -23.39 -1.86 5.94 0.0002
C -21.15 -1.48 7.02 0.0050
C -22.51 -4.76 4.68 -0.0125
C -22.45 -4.18 3.30 -0.0012
C -22.44 -6.26 4.78 0.0085
H -18.84 0.29 11.76 0.0000
H -17.98 0.47 10.20 0.0000
H -19.69 0.11 10.22 0.0000
H -17.62 -1.83 11.34 0.0000
H -20.39 -2.38 10.28 -0.0003
H -19.32 -3.42 11.15 0.0002
H -20.09 -2.06 11.90 0.0000
H -16.22 -0.09 8.76 0.0000
H -14.06 -1.21 8.20 0.0001
H -15.43 -1.60 7.21 0.0006
H -14.88 -2.70 8.35 -0.0004
H -15.01 -1.71 10.99 -0.0001
H -14.50 -0.11 10.42 0.0001
H -16.04 -0.16 11.22 0.0000
H -15.54 -3.32 10.21 0.0007
H -15.16 -5.64 11.08 -0.0001
H -17.02 -7.30 10.61 0.0003
H -18.79 -6.70 9.00 0.0017
H -20.14 -5.25 10.41 -0.0001
H -22.33 -5.74 11.12 0.0001
H -24.22 -5.48 9.56 -0.0002
H -23.77 -4.71 7.23 0.0001
H -21.51 -1.65 4.84 -0.0007
H -23.76 -2.51 6.76 -0.0001
H -23.57 -0.84 6.24 -0.0002
H -23.95 -2.01 5.05 0.0000
H -21.72 -1.47 7.91 0.0000
H -20.22 -1.99 7.19 0.0029
H -20.88 -0.46 6.75 0.0003
H -23.52 -4.45 5.02 0.0002
H -21.50 -4.46 2.77 -0.0004
H -23.25 -4.56 2.71 0.0000
H -22.64 -3.09 3.35 0.0001
H -21.41 -6.65 4.60 0.0072
H -22.75 -6.53 5.78 0.0019
H -23.05 -6.82 4.09 -0.0003
I -17.07 -10.24 3.58 0.0869
C -16.07 -8.48 3.69 0.7474
I -15.88 -4.65 6.24 -0.0039
H -15.04 -8.60 3.35 0.0042
H -16.61 -7.52 3.82 0.1583
Cl -20.54 -6.63 1.36 0.0001
C -18.89 -6.89 2.05 0.0109
Cl -17.70 -7.31 0.79 0.0073
C -18.63 -5.53 2.81 -0.0089
O -18.40 -4.51 2.20 0.0014
O -18.88 -5.58 4.12 -0.0182
H -19.04 -7.73 2.76 -0.0049
O -18.54 -2.97 4.81 0.0030
S -18.36 -2.18 3.56 0.0007
C -18.25 -0.46 4.18 0.0002
C -16.72 -0.13 4.58 0.0000
C -15.98 -1.43 4.40 -0.0017
C -16.59 -2.11 3.21 0.0035
H -18.87 -0.45 5.09 0.0001
H -18.67 0.21 3.45 -0.0002
H -16.67 0.21 5.60 -0.0001
H -16.39 0.69 3.96 0.0000
H -15.96 -2.10 5.28 0.0008
H -14.93 -1.25 4.21 -0.0001
H -16.22 -3.13 3.03 -0.0010
H -16.47 -1.44 2.30 0.0008
C -19.22 -10.84 8.64 -0.0035
C -19.09 -9.49 7.92 -0.0104
C -20.20 -8.65 7.68 -0.0030
C -20.01 -7.45 7.03 0.0518
N -18.86 -6.94 6.61 -0.0206
C -17.80 -7.75 6.79 0.0951
C -17.87 -8.98 7.45 -0.0258
H -20.26 -11.21 8.31 0.0002
H -19.25 -10.80 9.69 0.0001
H -18.45 -11.58 8.35 0.0005
H -21.20 -8.86 8.04 -0.0001
H -20.89 -6.91 6.84 -0.0253
H -16.85 -7.29 6.55 -0.0374
H -16.89 -9.45 7.58 -0.0016
```

***

Record 4
Computed, not measured: C37H55Cl40N3OS as an isolated structure in a non-equilibrium geometry, with wB97M-V/def2-TZVPD.

Properties
LUMO   0.1820 eV
Kohn-Sham gap   0.2623 Ha

The geometry in XYZ format:
```
137
Properties=species:S:1:pos:R:3:lowdin_charge:R:1
C 4.86 1.02 3.71 -0.0003
C 4.56 -0.42 4.04 -0.3285
C 5.08 -0.98 5.35 -0.0752
N 3.92 -1.21 3.25 0.1572
C 2.58 -1.03 2.97 -0.1852
C 2.10 -1.31 1.71 -0.1988
C 3.10 -1.77 0.67 -0.0528
C 4.15 -0.73 0.28 -0.3285
O 5.31 -1.08 0.23 0.0758
C 3.82 0.69 -0.08 -0.1325
C 4.80 1.39 -0.80 -0.0804
C 4.58 2.71 -1.15 -0.2081
C 3.41 3.38 -0.83 -0.1685
C 2.44 2.69 -0.10 -0.1709
C 2.65 1.36 0.25 -0.0553
C 0.72 -1.19 1.37 -0.0485
C -0.22 -0.80 2.28 -0.0681
C 0.24 -0.50 3.59 -0.3522
N -0.56 -0.10 4.60 -0.2009
S 0.43 0.06 5.86 0.9141
N 1.86 -0.33 5.24 -0.2038
C 1.62 -0.61 3.95 -0.2779
H 3.98 1.59 3.39 0.0899
H 5.32 1.50 4.58 0.0719
H 5.62 1.04 2.93 0.0969
H 5.52 -0.19 5.96 0.0525
H 4.31 -1.54 5.86 0.0444
H 5.87 -1.69 5.07 0.0876
H 2.58 -2.18 -0.20 0.1272
H 3.66 -2.59 1.13 0.1232
H 5.71 0.87 -1.05 0.0861
H 5.34 3.27 -1.67 0.0276
H 3.23 4.41 -1.09 0.1086
H 1.51 3.16 0.20 0.0992
H 1.86 0.88 0.81 0.0949
H 0.45 -1.44 0.35 0.1187
H -1.27 -0.70 2.03 0.0210
C 6.82 2.05 -4.98 -1.0206
Cl 6.06 2.05 -3.38 0.6628
Cl 5.92 3.03 -6.13 0.5121
H 7.82 2.46 -4.88 -0.0587
H 6.86 1.03 -5.34 -0.0851
C -3.23 1.34 0.74 -0.9821
Cl -3.64 0.03 1.87 0.5463
Cl -1.72 2.14 1.17 0.5270
H -3.14 0.92 -0.26 0.0332
H -4.03 2.07 0.76 -0.0073
C 6.49 -2.42 9.10 -1.0088
Cl 7.55 -2.85 7.75 0.5125
Cl 5.10 -1.47 8.56 0.5481
H 6.13 -3.33 9.56 0.0240
H 7.05 -1.83 9.81 0.0231
C 9.80 5.18 -4.55 -1.0065
Cl 8.82 6.54 -3.99 0.5131
Cl 9.48 3.72 -3.60 0.5505
H 9.56 4.98 -5.58 0.0266
H 10.85 5.44 -4.44 0.0230
C 1.80 1.23 -4.31 -0.9885
Cl 1.94 2.08 -2.76 0.6953
Cl 2.77 -0.25 -4.31 0.4846
H 0.77 0.97 -4.49 0.0268
H 2.16 1.88 -5.10 -0.0178
C -5.30 4.55 1.93 -1.0049
Cl -5.95 4.77 0.30 0.4790
Cl -3.59 4.97 2.01 0.5144
H -5.86 5.19 2.61 0.0270
H -5.42 3.51 2.22 0.0152
C -1.52 -1.02 9.27 -0.9835
Cl -1.71 -0.02 7.83 0.4994
Cl 0.19 -1.41 9.57 0.5195
H -1.90 -0.48 10.12 0.0257
H -2.07 -1.94 9.13 0.0303
C 4.11 0.73 -8.82 -0.9890
Cl 3.23 0.82 -7.30 0.4977
Cl 3.29 1.65 -10.10 0.4670
H 5.10 1.14 -8.68 -0.0021
H 4.17 -0.31 -9.12 0.0257
C 0.39 -1.09 13.38 -1.0207
Cl -0.53 0.37 13.78 0.5029
Cl -0.08 -2.46 14.40 0.5215
H 0.20 -1.35 12.35 -0.0352
H 1.44 -0.90 13.54 0.0282
C 0.23 -0.73 -10.26 -1.0638
Cl 0.25 0.18 -8.75 0.4949
Cl 1.22 -2.19 -10.16 0.5009
H -0.79 -1.01 -10.49 -0.0282
H 0.63 -0.10 -11.05 -0.0303
C -1.36 -3.44 -13.50 -1.0025
Cl -0.98 -1.72 -13.45 0.4972
Cl -2.44 -3.91 -12.17 0.5092
H -1.86 -3.66 -14.44 0.0256
H -0.44 -4.00 -13.42 0.0271
C -2.08 -5.42 15.10 -1.0448
Cl -0.93 -6.75 15.33 0.5025
Cl -2.48 -5.20 13.39 0.4901
H -2.99 -5.65 15.64 0.0244
H -1.63 -4.51 15.47 -0.0249
C -6.67 -1.76 0.58 -1.0612
Cl -5.90 -2.94 -0.49 0.5206
Cl -6.61 -0.12 -0.08 0.4792
H -7.71 -2.04 0.72 0.0189
H -6.14 -1.75 1.53 -0.0837
C -7.18 -0.20 3.89 -1.0299
Cl -6.12 0.88 4.81 0.5204
Cl -6.55 -1.85 3.84 0.5293
H -8.16 -0.22 4.36 -0.0635
H -7.26 0.18 2.88 0.0079
C -9.43 2.01 -1.29 -0.9938
Cl -9.71 0.62 -0.24 0.4805
Cl -7.95 2.86 -0.81 0.4520
H -9.32 1.66 -2.31 0.0285
H -10.26 2.70 -1.21 0.0260
C 8.46 -1.45 -6.08 -0.9873
Cl 7.71 -1.45 -4.48 0.5477
Cl 7.55 -0.45 -7.23 0.5433
H 9.46 -1.05 -5.99 0.0280
H 8.48 -2.47 -6.45 0.0247
C -9.34 -4.80 4.64 -1.0043
Cl -8.56 -4.38 3.11 0.4941
Cl -9.27 -3.47 5.80 0.4967
H -10.38 -5.03 4.44 0.0216
H -8.84 -5.66 5.06 0.0264
C -3.72 1.92 -10.67 -0.9949
Cl -3.08 0.54 -11.57 0.5006
Cl -3.26 3.46 -11.41 0.5195
H -4.80 1.85 -10.66 0.0251
H -3.32 1.88 -9.66 0.0265
C 0.25 3.04 -12.92 -0.9836
Cl 1.83 3.01 -12.12 0.4863
Cl -0.33 1.41 -13.25 0.4882
H -0.46 3.53 -12.27 -0.0102
H 0.34 3.58 -13.85 0.0293
C -11.96 -1.50 3.69 -1.0030
Cl -12.72 -1.40 2.10 0.5160
Cl -10.29 -0.91 3.65 0.5445
H -12.52 -0.89 4.39 0.0294
H -11.95 -2.54 4.01 0.0145
```